# C6H16O4Si

The molecule C6H16O4Si (wB97M-V/def2-TZVPD, OMol25).

CARTESIAN COORDINATES (ANGSTROEM)
Si (-0.244, -0.822, 0.789)
O (-0.866, 0.446, -2.382)
O (2.132, 1.639, -1.840)
O (-1.715, -1.025, -0.043)
O (0.891, -0.544, -0.393)
C (2.314, 1.378, -0.467)
C (2.170, -0.101, -0.104)
C (-2.424, 0.088, -0.574)
C (-2.225, 0.323, -2.069)
C (-0.412, 0.660, 1.981)
C (0.286, -2.372, 1.759)
H (-1.299, 0.514, 2.608)
H (1.597, 2.021, 0.054)
H (-2.682, 1.252, -2.418)
H (-0.315, 0.025, -1.672)
H (1.288, 1.257, -2.181)
H (2.363, -0.338, 0.957)
H (-2.630, -0.517, -2.658)
H (0.437, 0.656, 2.668)
H (-0.559, -2.988, 2.038)
H (-2.120, 1.013, -0.030)
H (0.807, -2.058, 2.665)
H (-3.459, -0.104, -0.307)
H (3.334, 1.747, -0.184)
H (-0.501, 1.526, 1.341)
H (0.965, -2.966, 1.163)
H (2.867, -0.711, -0.701)

- Maximum force: 1.878 eV Å⁻¹
- Total energy: -22551.133 eV
- LUMO energy: 0.723 eV
- SMILES: C[Si](C)(OCCO)OCCO
- ΔE to the lowest compared entry with this formula, charge and spin: 265.68 kJ/mol